Arrangement P

The following is a quantum chemistry calculation of a molecular structure, C2H6N2S2, from the Open Molecules 2025 dataset.

Properties
highest occupied orbital energy = -8.46 eV
lowest unoccupied orbital energy = 0.603 eV

Geometry (Å):
C: -1.9016 -0.8301 0.0755
C: 0.1719 0.7922 -0.1666
H: -2.2811 -1.8577 -0.8171
H: -2.4975 -0.8347 1.1080
H: -2.3826 0.3176 -0.3965
H: 1.9180 1.8645 0.2155
H: 2.3696 -0.7732 -0.8114
H: 2.0408 -0.5360 0.9825
N: 1.4788 0.8774 -0.1179
N: 2.1958 -0.2110 0.0604
S: -0.2818 -0.8693 -0.0946
S: -0.8304 2.0603 -0.0379

---

Arrangement Q

The following is a quantum chemistry calculation of a molecular structure, C2H6N2S2, from the Open Molecules 2025 dataset.

Properties
highest occupied orbital energy = -9.19 eV
lowest unoccupied orbital energy = -0.903 eV

Geometry (Å):
C: 0.7304 0.2016 -1.4323
C: 0.1873 0.0077 -0.0389
H: -1.9816 0.2072 -1.4241
H: 1.5623 1.1189 -1.1111
H: 1.3043 -0.8122 -2.1877
H: -0.7087 1.7533 0.0056
H: -0.1072 -2.3703 0.3167
H: -0.8058 -0.5863 2.6017
N: -0.6826 0.7576 0.6136
N: 0.6994 -1.0537 0.7346
S: -0.8390 0.9854 -2.4929
S: 0.5336 -0.8913 2.5672

---

Arrangement R

The following is a quantum chemistry calculation of a single C2H6N2S2 molecule, from the Open Molecules 2025 dataset.

Properties
highest occupied orbital energy = -8.19 eV
lowest unoccupied orbital energy = 0.657 eV
SMILES = C/C(=N/S)NS

Geometry (Å):
C: -1.3594 -0.6330 0.4581
C: -0.1697 0.0650 -0.1846
N: -0.4607 0.7843 -1.2119
S: 0.7993 1.5350 -1.9764
N: 1.0963 -0.1746 0.2414
S: 1.3788 -1.1353 1.6449
H: -2.2735 -0.4971 -0.1646
H: -1.2678 -1.7164 0.5474
H: -1.4750 -0.2333 1.4450
H: 0.0787 2.2459 -2.8142
H: 1.8827 -0.1778 -0.3853
H: 1.7704 -0.0626 2.4002

---

Which of them is the most stable? Correct choice: arrangement R.

---

Arrangement P

The following is a quantum chemistry calculation of a molecular structure, C3H5LiO4, from the Open Molecules 2025 dataset.

Properties
highest occupied orbital energy = -7.36 eV
lowest unoccupied orbital energy = 0.179 eV

Geometry (Å):
O: 0.1379 -0.3987 0.9029
C: -0.5649 -0.1841 -0.2038
C: 1.5134 -0.6590 0.5719
O: -1.7742 -0.0805 -0.2159
O: 0.1595 -0.4126 -1.2950
C: 1.4503 -0.9333 -0.9329
H: 1.8514 -1.5173 1.1589
H: 2.1011 0.2309 0.8237
H: 1.4663 -2.0017 -1.1764
H: 2.2118 -0.4001 -1.5082
O: -3.0086 2.3828 0.9300
H: -2.6026 3.2110 0.6706
Li: -2.9413 0.7627 0.2741

---

Arrangement Q

The following is a quantum chemistry calculation of a molecular structure, C3H5LiO4, from the Open Molecules 2025 dataset.

Properties
highest occupied orbital energy = -8.98 eV
lowest unoccupied orbital energy = -0.720 eV

Geometry (Å):
O: 0.6706 -0.1678 -0.3255
C: 1.1195 -1.5147 -0.3790
C: 0.3005 0.5035 -1.4547
O: 1.2224 -1.9566 0.7851
O: 1.0495 -2.0886 -1.4568
C: -0.9807 0.6363 -1.8168
H: 1.1356 0.6672 -2.1384
H: -0.7745 1.6613 2.5419
H: -1.7436 -0.1253 -1.6556
H: -1.2499 1.4439 -2.4960
O: -0.5316 0.7405 2.8356
H: -0.6198 0.7135 3.7925
Li: 0.4019 -0.5133 1.7677

---

Which of them is the most stable? Correct choice: arrangement Q.

---

Arrangement P

The following is a quantum chemistry calculation of a gas-phase ion, C4H5N2 (charge +1), from the Open Molecules 2025 dataset.

Properties
highest occupied orbital energy (alpha / beta) = -11.49 / -16.23 eV
lowest unoccupied orbital energy (alpha / beta) = -4.490 / -8.377 eV
<S²> = 2.0181
charge = +1
multiplicity = 3

Geometry (Å):
C: -1.2291 0.5973 0.1043
C: 0.1453 0.8731 0.3388
C: -1.8379 -0.5110 -0.6222
C: 1.1940 0.1350 0.2072
N: -2.0355 -0.6027 0.6234
N: 2.0550 -0.7329 0.0597
H: -1.8994 1.5708 0.1478
H: 0.2484 1.9093 0.6223
H: -1.6722 -1.0641 -1.5015
H: 2.2957 -1.3653 0.7472
H: 2.7357 -0.8095 -0.7270

---

Arrangement Q

The following is a quantum chemistry calculation of a gas-phase ion, C4H5N2 (charge +1), from the Open Molecules 2025 dataset.

Properties
highest occupied orbital energy (alpha / beta) = -15.09 / -16.51 eV
lowest unoccupied orbital energy (alpha / beta) = -4.860 / -8.128 eV
<S²> = 2.0376
charge = +1
multiplicity = 3

Geometry (Å):
C: 0.7627 1.7347 0.3059
C: 2.1297 -0.0608 -0.8944
C: 0.3154 0.5639 -0.0465
C: -0.7573 -0.3417 0.1859
N: 1.9475 2.0952 -0.3134
N: 2.4760 1.0832 -0.7669
H: 0.0637 2.4470 0.9352
H: 2.6112 -0.9293 -1.1567
H: -0.4074 -1.0679 0.9509
H: -1.1738 -0.6353 -0.7759
H: -1.4063 0.2860 0.7324

---

Which of them is the most stable? Correct choice: arrangement Q.

---

Arrangement P

The following is a quantum chemistry calculation of a gas-phase ion, C6H10N4 (charge +2), from the Open Molecules 2025 dataset.

Properties
highest occupied orbital energy = -19.59 eV
lowest unoccupied orbital energy = -10.548 eV
SMILES = C[N@+]12N=CCC1=NCC2=[NH2+]
charge = +2

Geometry (Å):
C: 0.9606 -0.8267 1.2889
N: 0.4577 0.0850 0.2317
N: 1.2629 1.2218 0.0857
C: 0.5418 2.2294 0.4741
C: -0.8554 1.8608 0.8505
C: -0.9407 0.4449 0.4484
N: -1.7994 -0.2265 -0.1357
C: -1.2823 -1.3672 -0.8059
C: 0.0977 -0.9997 -1.1424
N: 1.0293 -1.0322 -2.0077
H: 1.8821 -1.2874 1.0226
H: 1.0741 -0.3215 2.2796
H: 0.0960 -1.6251 1.5284
H: 0.6617 3.3090 0.4758
H: -1.0880 2.0901 1.8233
H: -1.6225 2.4371 0.2299
H: -1.9047 -1.6010 -1.7403
H: -1.3455 -2.2717 -0.1811
H: 1.1216 -1.8457 -2.5464
H: 1.6530 -0.2733 -2.1795

---

Arrangement Q

The following is a quantum chemistry calculation of 2 unconnected molecules or ions with the total composition C6H10N4, from the Open Molecules 2025 dataset.

Properties
highest occupied orbital energy (alpha / beta) = -17.46 / -17.46 eV
lowest unoccupied orbital energy (alpha / beta) = -9.725 / -9.725 eV
charge = +2

Geometry (Å):
C: -2.6111 1.5467 -0.0554
C: -1.3407 1.1515 -0.4433
C: -3.2729 0.4166 0.4273
C: -1.2413 -0.2356 -0.0967
C: 2.4258 0.3441 0.5220
C: -0.2314 -1.0928 -0.3486
N: -2.4474 -0.6295 0.4851
N: 3.6555 0.8902 0.4114
N: 0.2884 -2.2948 -0.5215
N: 1.6793 0.1325 -0.5355
H: -2.9339 2.4969 -0.2171
H: -0.4531 1.5460 -0.9653
H: -4.2539 0.4990 0.7776
H: 1.8387 0.2164 1.5199
H: -2.5140 -1.5517 0.8697
H: 4.2845 1.0670 1.1700
H: 4.1922 1.1017 -0.4213
H: 1.1349 -2.6528 -0.0439
H: -0.2900 -2.9382 -1.0808
H: 2.0905 -0.0129 -1.4536

---

Which of them is the most stable? Correct choice: arrangement Q.

---

Arrangement P

The following is a quantum chemistry calculation of 2 unconnected molecules or ions with the total composition C9H8ClN, from the Open Molecules 2025 dataset.

Properties
highest occupied orbital energy (alpha / beta) = -8.64 / -8.81 eV
lowest unoccupied orbital energy (alpha / beta) = -0.134 / -0.931 eV

Geometry (Å):
C: -1.2775 2.1762 1.4004
C: 1.2312 -1.1150 -2.5557
C: -0.0858 -1.2898 -2.4379
C: 1.8452 -0.4077 -1.5213
C: -0.8463 -0.6681 -1.4295
C: 1.2168 0.1649 -0.4412
C: -0.1684 0.0915 -0.5657
C: -0.2281 0.3729 2.8342
C: -1.2953 0.8773 1.8687
N: -1.2192 3.2340 0.9378
Cl: -2.7904 0.0415 1.7519
H: 1.7234 -1.4755 -3.5106
H: -0.6885 -1.8655 -3.1504
H: 2.9238 -0.6224 -1.4078
H: -1.9024 -0.7615 -1.5020
H: 1.7658 0.5017 0.4141
H: -0.1477 -0.6470 2.5195
H: 0.6324 0.8907 2.9906
H: -0.6889 0.5018 3.8049

---

Arrangement Q

The following is a quantum chemistry calculation of a single C9H8ClN molecule, from the Open Molecules 2025 dataset.

Properties
highest occupied orbital energy = -8.00 eV
lowest unoccupied orbital energy = 0.091 eV

Geometry (Å):
C: 0.4107 -0.3977 -0.8744
C: 1.6529 -0.2589 -0.4086
C: -3.3617 -0.5066 0.7602
C: -2.9667 -1.3460 -0.3278
C: -2.3087 0.1258 1.4271
C: -1.6852 -1.3618 -0.7109
C: -0.9401 0.1269 0.9863
C: 3.3063 1.1822 0.6823
C: 2.8809 -0.0114 -0.0116
N: -0.7534 -0.5415 -0.1285
Cl: 4.0437 -1.3474 -0.0219
H: 0.1938 -0.1382 -1.9095
H: -4.4945 -0.4839 0.9919
H: -3.7858 -1.9454 -0.9473
H: -2.3929 0.6842 2.2697
H: -1.4766 -2.0087 -1.4892
H: 3.5608 1.0955 1.7401
H: 4.1678 1.4408 0.1498
H: 2.5045 1.8909 0.4989

---

Which of them is the most stable? Correct choice: arrangement P.

---

Arrangement P

The following is a quantum chemistry calculation of 2 unconnected molecules or ions with the total composition C3H9N3O2, from the Open Molecules 2025 dataset.

Properties
highest occupied orbital energy = -7.70 eV
lowest unoccupied orbital energy = -1.030 eV

Geometry (Å):
C: -0.3895 1.2069 1.9836
C: 0.2293 0.6248 0.8783
N: 0.7275 1.3431 -0.2289
N: -0.1061 0.5561 3.2520
H: -1.1866 1.9143 1.9337
H: -0.0050 -0.4409 0.6725
H: 0.7578 0.7483 -1.0821
H: -0.2689 1.6668 -0.0625
H: -0.8240 0.0047 3.7441
H: 0.3448 1.1585 3.9423
H: 0.6115 -0.1392 2.9858
N: 0.1694 -2.0558 -3.4380
C: -0.0190 -1.0472 -2.4420
O: -1.0184 -1.1664 -1.7036
O: 0.7879 -0.0860 -2.5377
H: -0.6199 -2.5838 -3.7567
H: 0.8093 -1.7041 -4.1408

---

Arrangement Q

The following is a quantum chemistry calculation of a molecular structure, C3H9N3O2, from the Open Molecules 2025 dataset.

Properties
highest occupied orbital energy = -8.33 eV
lowest unoccupied orbital energy = 0.461 eV

Geometry (Å):
C: -2.9061 -0.7016 -0.1740
C: 0.4603 0.1369 -0.3072
C: 1.2429 -0.1456 1.0328
H: -3.7454 -1.0169 0.5244
H: -2.8562 -1.4912 -1.0558
H: -3.3392 0.3370 -0.3604
H: -1.3684 -0.1448 1.4090
H: 1.0262 0.8653 1.9302
H: 0.6999 -1.1577 1.2486
H: 3.1488 -0.9407 0.4591
H: 0.7826 1.1827 -2.1107
H: 2.9430 1.7265 -1.1666
N: -1.6368 -0.6237 0.4711
N: -0.7783 0.0889 -0.5935
N: 1.0728 1.0939 -1.0480
O: 2.7666 -0.2033 1.1724
O: 2.4874 0.9944 -1.4314

---

Which of them is the most stable? Correct choice: arrangement P.